Entry 1:
Entry from OMol25: C20H58BF3HgO11S as an isolated structure (ωB97M-V/def2-TZVPD).

Geometry as XYZ:
```
95
Properties=species:S:1:pos:R:3
Hg 26.992 -2.927 -41.467
O 26.724 2.598 -37.260
H 25.822 2.338 -37.458
H 27.350 1.960 -37.612
H 26.797 2.567 -36.303
B 28.565 -0.958 -38.818
H 28.629 -0.684 -37.776
H 29.452 -0.623 -39.333
H 28.692 -2.027 -38.886
H 27.649 -0.679 -39.316
C 20.639 0.018 -41.289
F 19.758 0.695 -40.444
F 20.004 -1.046 -41.973
F 21.038 0.867 -42.245
S 22.097 -0.571 -40.086
O 21.411 -1.305 -39.009
O 23.046 -1.391 -40.853
O 22.736 0.664 -39.545
C 27.027 1.781 -43.634
O 27.500 0.445 -43.746
H 26.635 2.197 -44.562
H 26.122 1.794 -43.028
H 27.755 2.450 -43.176
C 17.279 -5.983 -39.065
C 15.840 -5.452 -38.770
C 15.025 -4.818 -39.951
O 15.188 -6.576 -38.241
H 17.945 -5.120 -39.106
H 17.419 -6.703 -39.872
H 17.634 -6.636 -38.268
H 15.978 -4.734 -37.961
H 15.040 -5.554 -40.756
H 15.530 -3.910 -40.282
H 14.025 -4.491 -39.666
H 15.399 -6.649 -37.307
C 16.729 -0.354 -35.672
C 17.499 -0.761 -34.515
C 16.666 -1.253 -33.340
O 18.369 -1.841 -34.861
H 17.476 0.200 -36.241
H 15.870 0.309 -35.569
H 16.427 -1.150 -36.352
H 18.197 -0.034 -34.099
H 16.097 -0.479 -32.824
H 17.208 -1.968 -32.722
H 15.839 -1.851 -33.725
H 18.971 -1.599 -35.569
C 23.963 0.636 -31.495
C 24.778 0.275 -32.670
C 23.975 -0.194 -33.865
O 25.461 1.423 -33.180
H 23.152 -0.080 -31.363
H 23.568 1.650 -31.567
H 24.516 0.792 -30.569
H 25.532 -0.464 -32.400
H 23.467 -1.149 -33.728
H 24.546 -0.363 -34.778
H 23.242 0.591 -34.047
H 26.069 1.711 -32.495
C 18.097 1.672 -46.364
C 16.877 2.345 -45.648
C 15.910 1.368 -45.117
O 17.282 3.099 -44.570
H 18.235 0.668 -45.963
H 19.096 2.098 -46.265
H 17.851 1.496 -47.411
H 16.468 3.048 -46.373
H 15.059 1.861 -44.647
H 16.176 0.564 -44.431
H 15.482 0.912 -46.010
H 17.763 2.564 -43.934
C 21.847 8.220 -41.681
C 21.166 6.876 -42.079
C 20.309 6.192 -40.921
O 20.311 7.120 -43.085
H 22.466 8.104 -40.791
H 21.065 8.931 -41.413
H 22.429 8.768 -42.422
H 21.941 6.161 -42.354
H 19.285 5.876 -41.119
H 20.152 6.880 -40.090
H 20.934 5.443 -40.433
H 20.077 6.226 -43.345
C 22.973 -4.073 -46.038
C 23.229 -5.144 -45.035
C 22.919 -6.570 -45.552
O 24.592 -5.166 -44.520
H 23.456 -3.138 -45.756
H 21.902 -3.875 -46.077
H 23.423 -4.430 -46.964
H 22.545 -4.970 -44.204
H 23.093 -7.391 -44.857
H 23.322 -6.800 -46.538
H 21.855 -6.722 -45.731
H 25.126 -5.514 -45.238
```

Results
energy relative to the best compared isomer or geometry (same formula, charge and spin): 214.9 kcal/mol
HOMO: -8.35 eV
lowest unoccupied orbital energy: -5.9 eV
DFT total energy: -2499.85852 Eh

***

Entry 2:
Entry from OMol25: C20H58CrCu4N2O16P2 as an isolated structure (ωB97M-V/def2-TZVPD).

Geometry as XYZ:
```
103
Properties=species:S:1:pos:R:3
Cr -1.560 -2.669 1.596
Cu -3.945 -1.287 -0.496
Cu 1.578 1.460 0.832
Cu -0.678 0.112 3.627
Cu -2.613 0.647 1.736
P -0.264 -0.584 0.614
O -0.325 0.605 1.608
O 0.266 -1.840 1.450
O 0.598 -0.060 -0.549
O -1.692 -1.136 0.277
P -3.823 -1.754 2.553
O -2.409 -1.452 3.025
O -3.551 -2.956 1.626
O -4.329 -0.604 1.685
O -4.748 -2.033 3.774
C -2.124 1.227 -3.877
C -0.860 1.643 -3.138
O -0.983 1.602 -1.726
H -2.875 1.997 -3.702
H -2.681 0.321 -3.640
H -1.995 1.379 -4.949
H -0.544 2.679 -3.262
H -0.054 0.975 -3.440
H -0.377 0.996 -1.294
C -5.613 1.545 -0.468
C -4.339 1.878 -1.176
O -3.376 0.983 -0.750
H -5.840 0.480 -0.412
H -6.420 1.938 -1.087
H -5.697 1.769 0.596
H -4.013 2.901 -0.989
H -4.540 1.773 -2.242
H -2.587 1.085 -1.287
C 0.720 3.175 3.904
C 0.019 4.125 4.706
O -0.069 3.733 6.091
H 1.724 3.018 4.299
H 0.872 3.526 2.884
H 0.365 2.145 3.948
H -1.048 4.247 4.517
H 0.602 5.045 4.753
H -0.736 3.062 6.255
C 4.643 -0.127 -2.223
C 3.252 0.417 -2.415
O 2.662 1.075 -1.258
H 5.018 -0.949 -2.833
H 4.676 -0.382 -1.164
H 5.254 0.756 -2.410
H 2.563 -0.388 -2.669
H 3.118 0.905 -3.381
H 1.931 0.466 -1.133
C 4.925 -2.490 1.147
C 3.338 -2.566 1.132
O 2.713 -2.085 2.319
H 5.336 -3.320 0.573
H 5.217 -2.855 2.132
H 5.376 -1.537 0.873
H 2.880 -3.513 0.846
H 2.960 -1.815 0.437
H 1.787 -2.010 2.077
C -1.174 -2.250 -4.281
C -0.827 -2.110 -2.806
O -2.006 -1.701 -2.140
H -2.184 -2.591 -4.510
H -0.309 -2.706 -4.762
H -1.255 -1.210 -4.598
H 0.026 -1.437 -2.719
H -0.492 -3.093 -2.475
H -1.654 -1.322 -1.331
C 1.497 5.638 0.392
C 0.896 4.635 -0.593
C 1.932 4.294 -1.711
O 2.426 5.445 -2.450
C 3.447 5.216 -3.462
N 0.494 3.417 0.006
H 1.661 6.633 -0.020
H 2.468 5.327 0.777
H 0.932 5.548 1.320
H 0.064 5.010 -1.190
H 1.603 3.456 -2.326
H 2.689 3.691 -1.210
H 3.947 6.162 -3.672
H 3.070 4.622 -4.294
H 4.212 4.702 -2.880
H -0.190 3.707 0.691
H -0.067 2.855 -0.618
C -0.455 -6.726 0.357
C -1.082 -5.619 1.131
C -0.260 -5.262 2.296
O -0.936 -4.160 3.051
C -0.281 -3.538 4.203
N -1.103 -4.397 0.212
H 0.289 -6.517 -0.412
H -1.241 -7.254 -0.182
H -0.181 -7.562 1.000
H -2.096 -5.818 1.477
H 0.773 -4.998 2.067
H -0.187 -6.185 2.872
H -0.953 -2.930 4.809
H 0.567 -2.898 3.958
H 0.098 -4.285 4.901
H -1.661 -4.559 -0.615
H -0.178 -4.506 -0.179
```

Results
HOMO (alpha / beta): -4.75 / -7.54 eV
lowest unoccupied orbital energy (alpha / beta): -0.4 / -0.4 eV
spin multiplicity: 5
DFT total energy: -10399.37835 Eh

***

Entry 3:
Entry from OMol25: C20H59AgN10O8 as an isolated structure (ωB97M-V/def2-TZVPD).

Geometry as XYZ:
```
98
Properties=species:S:1:pos:R:3
Ag -1.622 2.278 0.312
C 1.091 0.770 -0.586
O 0.323 1.712 -1.313
H 1.377 -0.089 -1.193
H 1.840 1.303 -0.001
H 0.528 0.445 0.290
C 1.960 -5.543 -2.177
C 1.949 -4.188 -1.506
C 3.266 -3.586 -0.882
O 2.949 -2.271 -0.335
C 3.698 -1.960 0.848
N 1.706 -3.164 -2.500
H 2.838 -5.724 -2.797
H 1.118 -5.862 -2.790
H 1.952 -6.221 -1.323
H 1.231 -4.231 -0.688
H 4.111 -3.445 -1.556
H 3.646 -4.244 -0.100
H 3.541 -0.940 1.198
H 4.771 -1.940 0.659
H 3.390 -2.649 1.636
H 2.120 -2.316 -2.141
H 2.268 -3.307 -3.326
C -4.491 -1.302 1.262
C -3.887 0.169 1.112
C -3.694 0.869 2.398
O -3.193 2.148 2.154
C -3.083 3.037 3.312
N -2.635 0.028 0.300
H -3.869 -2.077 1.709
H -4.568 -1.666 0.237
H -5.460 -1.259 1.759
H -4.692 0.676 0.580
H -2.955 0.365 3.021
H -4.546 0.880 3.078
H -4.092 3.363 3.563
H -2.459 3.907 3.107
H -2.758 2.361 4.103
H -1.996 -0.729 0.497
H -2.819 -0.063 -0.689
C 0.000 -2.068 2.729
C -0.170 -2.981 1.519
C -0.966 -4.307 1.735
O -0.579 -5.095 0.602
C -1.567 -5.971 0.133
N -0.760 -2.203 0.400
H 0.428 -2.596 3.581
H -0.981 -1.668 2.986
H 0.591 -1.242 2.333
H 0.855 -3.261 1.273
H -2.013 -4.016 1.648
H -0.746 -4.954 2.584
H -1.737 -6.751 0.874
H -1.176 -6.401 -0.789
H -2.552 -5.563 -0.092
H -0.842 -2.873 -0.352
H -0.090 -1.516 0.084
C 0.445 2.194 3.728
C 0.616 3.528 2.969
C 2.054 4.087 3.044
O 2.151 5.325 2.356
C 3.412 5.909 2.384
N 0.223 3.332 1.580
H -0.517 1.760 3.457
H 0.720 2.216 4.782
H 0.998 1.392 3.237
H -0.050 4.251 3.440
H 2.666 3.414 2.443
H 2.351 4.121 4.092
H 3.500 6.919 1.984
H 4.203 5.345 1.889
H 3.711 6.056 3.421
H 1.032 2.825 1.252
H 0.333 4.241 1.154
C 1.597 0.994 -4.895
O 1.920 0.968 -6.068
N 1.929 0.038 -4.103
N 0.829 1.838 -4.324
H 2.483 -0.654 -4.587
H 1.557 -0.046 -3.167
H 0.721 1.653 -3.336
H 0.170 2.404 -4.839
C 0.517 5.452 -2.422
O 0.225 6.647 -2.537
N -0.276 4.534 -2.022
N 1.641 4.940 -2.771
H 0.011 3.574 -1.894
H -1.248 4.738 -1.835
H 2.357 5.644 -2.880
H 1.793 3.952 -2.631
C -2.821 -0.305 -2.981
O -3.414 0.505 -2.260
N -1.550 -0.249 -3.178
N -3.407 -1.359 -3.502
H -1.168 -1.120 -3.516
H -1.102 0.477 -2.637
H -2.777 -2.023 -3.930
H -4.384 -1.582 -3.377
```

Results
HOMO (alpha / beta): -11.56 / -11.56 eV
lowest unoccupied orbital energy (alpha / beta): -2.6 / -6.4 eV
spin multiplicity: 2
DFT total energy: -2093.50440 Eh
net charge: +1

***

Entry 4:
Entry from OMol25: C20H59Cu3NO13P as an isolated structure (ωB97M-V/def2-TZVPD).

Geometry as XYZ:
```
97
Properties=species:S:1:pos:R:3
Cu -3.060 -1.879 -2.523
Cu -3.398 0.600 2.569
Cu 2.463 0.895 2.280
P -0.600 0.044 0.133
O -1.262 0.499 -1.219
O -0.628 1.130 1.231
O 0.770 -0.599 -0.065
O -1.540 -1.089 0.646
C -3.635 -6.584 -1.230
C -4.083 -6.121 0.164
O -4.342 -4.749 0.018
H -3.382 -7.644 -1.225
H -2.659 -6.218 -1.549
H -4.454 -6.370 -1.918
H -3.334 -6.191 0.953
H -4.977 -6.625 0.530
H -3.608 -4.213 0.328
C -1.906 7.926 2.482
C -1.837 6.547 1.926
O -0.848 5.722 2.518
H -2.687 8.438 1.920
H -1.070 8.563 2.191
H -2.050 7.943 3.563
H -1.768 6.490 0.839
H -2.798 6.083 2.146
H -0.988 4.846 2.149
C -2.153 1.562 7.782
C -1.349 2.481 6.858
O -2.219 3.535 6.440
H -2.564 2.129 8.618
H -1.545 0.781 8.239
H -2.966 1.085 7.235
H -0.830 1.963 6.051
H -0.510 2.864 7.439
H -1.745 4.154 5.879
C 1.452 -6.890 1.432
C 1.967 -5.573 0.875
O 1.531 -4.576 1.729
H 0.366 -6.842 1.521
H 1.891 -7.198 2.381
H 1.663 -7.669 0.700
H 1.428 -5.540 -0.072
H 3.039 -5.545 0.677
H 1.418 -3.816 1.153
C 1.260 4.615 -2.420
C 0.035 4.781 -3.362
O -0.316 3.488 -3.797
H 1.013 4.005 -1.552
H 1.645 5.582 -2.094
H 2.003 4.105 -3.033
H 0.427 5.239 -4.271
H -0.707 5.428 -2.895
H -0.583 2.997 -3.017
C -5.691 4.001 -2.899
C -5.335 3.944 -1.421
O -4.892 2.661 -1.020
H -6.441 3.265 -3.188
H -4.762 3.764 -3.418
H -6.030 4.994 -3.195
H -6.145 4.311 -0.791
H -4.505 4.645 -1.342
H -3.993 2.437 -1.274
C 7.670 -0.482 0.742
C 6.314 -1.179 0.404
O 5.415 -0.149 0.101
H 7.422 0.112 1.622
H 7.957 0.169 -0.084
H 8.430 -1.223 0.989
H 5.956 -1.689 1.298
H 6.481 -1.877 -0.417
H 4.616 -0.588 -0.201
C -3.133 -3.833 6.577
C -2.639 -4.037 5.167
O -2.118 -2.832 4.804
H -3.678 -4.704 6.940
H -3.811 -2.988 6.696
H -2.338 -3.631 7.295
H -3.419 -4.359 4.478
H -1.948 -4.876 5.089
H -1.951 -2.862 3.859
C 4.061 -2.024 -4.998
C 3.469 -0.590 -5.172
C 3.624 -0.112 -6.622
O 5.028 -0.001 -6.873
C 5.341 0.693 -8.085
N 2.078 -0.596 -4.816
H 5.087 -2.070 -5.365
H 3.564 -2.614 -5.767
H 4.122 -2.491 -4.015
H 3.919 0.115 -4.474
H 3.032 0.796 -6.739
H 3.216 -0.771 -7.387
H 6.247 0.238 -8.485
H 5.472 1.765 -7.943
H 4.535 0.534 -8.802
H 2.081 -0.805 -3.828
H 1.719 0.348 -4.794
```

Results
energy relative to the best compared isomer or geometry (same formula, charge and spin): 302.1 kcal/mol
HOMO: -6.21 eV
lowest unoccupied orbital energy: -2.3 eV
DFT total energy: -7092.62805 Eh

***

Entry 5:
Entry from OMol25: a 10-piece molecular cluster, C20H60O10 overall (ωB97M-V/def2-TZVPD).

Geometry as XYZ:
```
90
Properties=species:S:1:pos:R:3
C -22.648 -1.673 -9.155
C -23.415 -2.929 -9.517
O -23.398 -3.773 -8.376
H -21.607 -1.939 -8.970
H -23.032 -1.121 -8.300
H -22.660 -1.027 -10.038
H -22.865 -3.395 -10.345
H -24.388 -2.684 -9.954
H -23.550 -4.683 -8.652
C -20.617 -7.110 -9.860
C -21.328 -5.913 -9.212
O -21.742 -6.176 -7.888
H -20.439 -6.934 -10.920
H -21.257 -7.983 -9.743
H -19.675 -7.282 -9.339
H -22.194 -5.692 -9.855
H -20.742 -4.990 -9.223
H -21.353 -5.533 -7.295
C -25.589 -11.070 -5.377
C -24.235 -11.172 -6.074
O -23.648 -9.881 -6.273
H -25.405 -10.714 -4.363
H -26.011 -12.080 -5.340
H -26.331 -10.466 -5.888
H -24.363 -11.701 -7.029
H -23.529 -11.792 -5.522
H -24.346 -9.342 -6.683
C -18.982 -10.367 -7.580
C -20.383 -10.850 -7.236
O -21.310 -9.879 -7.697
H -18.813 -10.402 -8.655
H -18.198 -10.982 -7.115
H -18.740 -9.389 -7.163
H -20.479 -10.987 -6.153
H -20.591 -11.819 -7.705
H -21.982 -9.703 -7.001
C -24.313 -8.437 -9.394
C -25.051 -7.556 -8.366
O -25.792 -8.364 -7.449
H -25.025 -8.906 -10.079
H -23.730 -9.271 -8.995
H -23.605 -7.814 -9.946
H -25.781 -6.988 -8.945
H -24.337 -6.934 -7.832
H -26.682 -8.584 -7.766
C -22.492 -12.580 -10.809
C -21.139 -12.613 -11.521
O -20.895 -13.880 -12.076
H -23.265 -12.723 -11.577
H -22.685 -11.593 -10.384
H -22.657 -13.411 -10.128
H -20.342 -12.362 -10.816
H -21.061 -11.785 -12.239
H -21.465 -14.058 -12.827
C -26.023 -5.325 -11.304
C -25.638 -4.311 -12.364
O -26.826 -4.040 -13.116
H -26.353 -6.270 -11.731
H -26.796 -4.855 -10.696
H -25.173 -5.566 -10.661
H -24.870 -4.668 -13.064
H -25.132 -3.449 -11.913
H -26.529 -3.681 -13.958
C -29.800 -9.849 -5.876
C -29.723 -9.755 -7.386
O -28.495 -9.061 -7.702
H -30.671 -10.431 -5.570
H -29.871 -8.859 -5.414
H -28.902 -10.308 -5.464
H -30.634 -9.350 -7.815
H -29.512 -10.799 -7.641
H -28.657 -8.447 -8.429
C -28.809 -4.549 -5.621
C -28.249 -5.712 -6.430
O -26.829 -5.799 -6.303
H -28.340 -4.460 -4.642
H -29.897 -4.561 -5.549
H -28.611 -3.599 -6.130
H -28.526 -5.537 -7.478
H -28.648 -6.653 -6.040
H -26.611 -6.738 -6.325
C -26.730 -11.920 -10.100
C -26.846 -13.263 -9.342
O -27.853 -13.113 -8.320
H -25.701 -11.610 -10.310
H -27.057 -11.070 -9.497
H -27.325 -11.932 -11.012
H -25.902 -13.646 -8.962
H -27.252 -14.045 -9.993
H -28.686 -13.175 -8.791
```

Results
energy relative to the best compared isomer or geometry (same formula, charge and spin): 45.5 kcal/mol
HOMO: -9.37 eV
SMILES string: CCO.CCO.CCO.CCO.CCO.CCO.CCO.CCO.CCO.CCO
lowest unoccupied orbital energy: 0.3 eV
DFT total energy: -1550.26372 Eh